The following is a DFT calculation (ωB97M-V/def2-TZVPD) of 7 unconnected molecules or ions with the total composition C21H42F3NO16.

XYZ file:
```
83
Properties=species:S:1:pos:R:3:lowdin_charge:R:1
N -0.017 -2.853 -1.947 0.400
H 0.760 -3.310 -1.448 0.149
H -0.606 -3.542 -1.896 0.042
H 0.352 -2.622 -2.856 0.164
H -0.329 -2.192 -1.460 0.003
O 1.392 -0.792 -0.415 -0.458
H 0.606 -0.523 0.134 -0.118
C 3.223 2.432 0.106 -0.066
C 3.823 1.283 1.097 -0.386
O 3.346 1.760 2.321 0.098
C 3.200 3.145 2.199 -0.536
O 2.846 3.880 3.075 0.168
O 3.185 3.519 0.939 0.103
F 5.076 1.142 1.001 0.159
H 2.313 2.061 -0.287 0.076
H 3.906 2.470 -0.837 0.167
H 3.341 0.358 1.028 0.115
C 1.978 -1.831 3.055 -0.059
C 2.144 -3.097 2.131 -0.305
O 1.653 -4.158 2.877 0.089
C 1.293 -3.664 4.175 -0.485
O 0.898 -4.367 5.139 0.101
O 1.531 -2.404 4.293 0.085
F 3.559 -3.224 2.074 -0.018
H 1.333 -1.049 2.429 0.132
H 2.870 -1.026 3.404 0.198
H 1.853 -2.710 1.054 0.153
C 0.626 1.166 -3.062 -0.085
C 2.068 0.451 -3.505 -0.151
O 2.789 1.678 -3.425 0.146
C 2.081 2.751 -3.273 -0.676
O 2.532 3.801 -3.120 0.213
O 0.764 2.516 -3.230 0.050
F 1.734 -0.073 -4.759 -0.008
H 0.519 0.956 -2.001 0.091
H -0.189 1.076 -3.782 0.139
H 2.438 -0.414 -3.035 0.133
C 1.210 -6.462 -2.312 -0.154
O 0.322 -5.783 -1.519 -0.202
C 0.595 -6.291 -0.148 -0.089
C -0.567 -5.702 0.789 -0.253
O -0.373 -4.433 0.701 -0.154
C -1.224 -3.665 1.595 -0.119
C -2.608 -3.586 1.095 -0.176
O -2.583 -3.234 -0.328 -0.242
C -3.816 -3.306 -0.952 -0.139
H 2.246 -6.137 -2.080 0.109
H 0.904 -6.323 -3.375 0.105
H 1.029 -7.490 -2.109 0.069
H 1.511 -6.021 0.253 0.092
H 0.480 -7.493 0.019 0.179
H -0.572 -6.011 1.709 0.089
H -1.404 -5.945 0.247 0.107
H -0.641 -2.509 1.558 0.209
H -1.211 -3.991 2.535 0.079
H -3.111 -2.768 1.553 0.112
H -3.387 -4.455 1.288 0.169
H -4.097 -4.400 -0.774 0.098
H -3.815 -2.994 -2.001 0.082
H -4.669 -2.676 -0.325 0.140
C -0.091 1.949 1.622 -0.157
O -0.249 3.278 1.253 -0.165
C -0.507 3.447 -0.170 -0.131
C -0.917 4.884 -0.548 -0.384
O -1.774 5.304 0.210 -0.049
C -1.832 6.673 0.207 -0.183
C -3.169 7.080 0.888 -0.168
O -4.336 6.516 0.258 -0.175
C -5.012 7.319 -0.704 -0.123
H -0.037 1.640 2.619 0.058
H 0.950 1.563 1.355 0.074
H -0.893 1.177 1.211 0.117
H -1.526 2.707 -0.373 0.182
H 0.363 3.096 -0.866 0.122
H -0.919 4.825 -1.552 0.081
H 0.114 5.647 -0.472 0.196
H -1.926 7.055 -0.957 0.177
H -1.083 7.314 0.603 0.115
H -3.240 8.134 0.792 0.098
H -3.126 6.843 1.983 0.141
H -5.821 6.790 -1.004 0.028
H -4.378 7.562 -1.556 0.080
H -5.703 8.279 -0.410 0.135
```

Calculated values
- Relative energy (zero: lowest compared OMol25 entry of this formula, charge and spin): 66.4 kcal per mole
- Orbital gap: 8.0 eV
- Total charge: 0
- Spin multiplicity: 1

The following is a DFT calculation (ωB97M-V/def2-TZVPD) of 2 unconnected molecules or ions with the total composition C2H6O2S2.

XYZ file:
```
12
Properties=species:S:1:pos:R:3:nbo_charge:R:1
O 0.353 -0.654 2.119 -0.584
C 1.168 0.203 2.015 0.655
O 0.987 1.414 1.464 -0.700
H 2.216 0.120 2.339 0.109
H 0.171 1.437 0.921 0.497
C -0.785 -1.381 -1.007 -0.727
S 0.058 -0.227 -2.176 0.087
S -0.143 1.613 -1.361 -0.156
H -1.370 -2.115 -1.549 0.226
H -0.044 -1.857 -0.381 0.231
H -1.429 -0.742 -0.410 0.235
H -1.182 2.190 -1.973 0.127
```

Calculated values
- Relative energy (zero: lowest compared OMol25 entry of this formula, charge and spin): 4.6 kcal per mole
- SMILES: O=CO.CSS
- Orbital gap: 9.8 eV
- Total charge: 0
- Spin multiplicity: 1

Number 1 is which compound?
C21H42F3NO16